w:
C3H4N2OS | wB97M-V/def2-TZVPD

Calculated values
Net charge ... 0
LUMO ... 0.599 eV
SMILES string ... Cn1ncsc1=O
HOMO energy ... -0.3373 Eh
Gap between HOMO and LUMO ... 9.777 eV

Bonds (Å) are listed after each position.
Geometry (Å):
1 C 1.10760 1.86508 -1.33111  N4 1.273, S7 1.746, H8 1.069
2 C -0.99450 1.77578 -0.14084  N5 1.354, O6 1.318, S7 1.757
3 C -0.61457 -0.54699 0.55545  N5 1.439, H9 1.090, H10 1.090, H11 1.089
4 N 0.92419 0.72171 -0.80256  C1 1.273, N5 1.337
5 N -0.23358 0.65603 -0.13677  C2 1.354, C3 1.439, N4 1.337
6 O -2.18368 1.87607 0.41946  C2 1.318
7 S -0.16649 3.02732 -1.05521  C1 1.746, C2 1.757
8 H 1.96778 2.09838 -1.92126  C1 1.069
9 H -0.34581 -1.40964 -0.05382  C3 1.090
10 H -0.10470 -0.60839 1.51714  C3 1.090
11 H -1.69095 -0.51307 0.71922  C3 1.089

---

x:
C3H4N2OS | wB97M-V/def2-TZVPD

Calculated values
Net charge ... 0
LUMO ... 0.398 eV
SMILES string ... OCc1nncs1
HOMO energy ... -0.3717 Eh
Gap between HOMO and LUMO ... 10.512 eV

Bonds (Å) are listed after each position.
Geometry (Å):
1 C 2.41810 1.69382 0.00172  N4 1.264, S7 1.738, H8 1.054
2 C 0.37831 0.57745 -0.44023  C3 1.468, N5 1.277, S7 1.797
3 C -0.60137 -0.51597 -0.42248  C2 1.468, O6 1.355, H9 1.064, H10 1.162
4 N 1.44328 2.48773 -0.13214  C1 1.264, N5 1.354
5 N 0.27553 1.84931 -0.37960  C2 1.277, N4 1.354
6 O -0.44673 -1.27571 0.68838  C3 1.355, H11 1.001
7 S 2.04828 -0.00033 -0.11220  C1 1.738, C2 1.797
8 H 3.42605 1.93305 0.19596  C1 1.054
9 H -1.53581 -0.02105 -0.30697  C3 1.064
10 H -0.62526 -1.26630 -1.30915  C3 1.162
11 H -1.11191 -2.02335 0.70214  O6 1.001

---

y:
C3H4N2OS | wB97M-V/def2-TZVPD

Calculated values
Net charge ... 0
LUMO ... 0.508 eV
SMILES string ... [H]/N=c1\ccon1S
HOMO energy ... -0.3196 Eh
Gap between HOMO and LUMO ... 9.206 eV

Bonds (Å) are listed after each position.
Geometry (Å):
1 C 1.83959 -0.98210 0.03301  C2 1.427, H5 1.027, O10 1.355
2 C 2.01118 0.38848 -0.32385  C1 1.427, C3 1.553, H6 1.054
3 C 0.58843 0.91871 0.00466  C2 1.553, N8 1.515, N9 1.285
4 H -2.60712 -0.41871 1.20794  S11 1.508
5 H 2.64436 -1.56784 0.28399  C1 1.027
6 H 2.93974 0.78817 -0.02522  C2 1.054
7 H 0.94501 2.57756 0.10152  N9 1.146
8 N -0.33889 -0.27633 0.08170  C3 1.515, O10 1.488, S11 1.706
9 N -0.05105 2.01803 0.18526  C3 1.285, H7 1.146
10 O 0.57182 -1.45160 0.12904  C1 1.355, N8 1.488
11 S -2.02514 -0.24430 -0.17201  H4 1.508, N8 1.706

---

So which one is most stable? That would be w, about 104.0 kJ/mol below the next structure.

---

w:
C3H4N2OS | wB97M-V/def2-TZVPD

Calculated values
Net charge ... 0
LUMO ... 0.601 eV
SMILES string ... Oc1[nH]cnc1S
HOMO energy ... -0.3170 Eh
Gap between HOMO and LUMO ... 9.227 eV

Bonds (Å) are listed after each position.
Geometry (Å):
1 C -0.44221 0.04346 0.74312  C3 1.377, N8 1.350, S11 1.781
2 C -1.12968 0.29308 -1.28675  H5 1.063, N8 1.320, N9 1.361
3 C 0.61737 -0.29371 -0.06915  C1 1.377, N9 1.365, O10 1.365
4 H -0.02462 1.35893 2.80313  S11 1.457
5 H -1.70179 0.59861 -2.12951  C2 1.063
6 H 0.70971 -0.22452 -2.19187  N9 1.011
7 H 1.83195 -1.32087 0.85600  O10 0.953
8 N -1.50405 0.37319 -0.02321  C1 1.350, C2 1.320
9 N 0.17299 -0.09607 -1.34504  C2 1.361, C3 1.365, H6 1.011
10 O 1.90061 -0.71980 0.11959  C3 1.365, H7 0.953
11 S -0.43027 -0.01231 2.52370  C1 1.781, H4 1.457

---

x:
C3H4N2OS | wB97M-V/def2-TZVPD

Calculated values
Net charge ... 0
LUMO ... -0.806 eV
HOMO energy ... -0.3161 Eh
Gap between HOMO and LUMO ... 7.796 eV

Bonds (Å) are listed after each position.
Geometry (Å):
1 C 0.86926 1.13859 2.11092  N4 1.257, O6 1.250, H8 1.067
2 C -1.04622 -0.63720 1.68349  N5 1.285, S7 1.542
3 C -0.28079 -0.71373 -0.62397  N5 1.522, H9 1.092, H10 1.097, H11 1.125
4 N 0.52719 0.92080 0.92092  C1 1.257, N5 1.344
5 N -0.36454 -0.07005 0.75305  C2 1.285, C3 1.522, N4 1.344
6 O 0.38322 0.62529 3.14192  C1 1.250
7 S -2.06964 -1.45490 2.49633  C2 1.542
8 H 1.69857 1.80841 2.07349  C1 1.067
9 H 0.72944 -0.44117 -0.93548  C3 1.092
10 H -0.46342 -1.79239 -0.54983  C3 1.097
11 H -1.04282 -0.43214 -1.40289  C3 1.125

---

So which one is most stable? That would be w, about 272.7 kJ/mol below the next structure.

---

w:
C3H4N2OS | wB97M-V/def2-TZVPD

Calculated values
Net charge ... 0
LUMO ... 0.334 eV
SMILES string ... Cn1cnc(=S)o1
HOMO energy ... -0.3084 Eh
Gap between HOMO and LUMO ... 8.727 eV

Bonds (Å) are listed after each position.
Geometry (Å):
1 C 0.92196 -1.12738 0.83738  H4 1.086, H5 1.120, H6 1.106, N8 1.442
2 C -0.99652 -0.32242 -0.65544  H7 1.111, N8 1.335, N9 1.308
3 C -0.51987 1.75685 -0.65026  N9 1.368, O10 1.390, S11 1.627
4 H 0.56211 -2.13694 0.66324  C1 1.086
5 H 0.80493 -0.88310 1.92388  C1 1.120
6 H 1.98828 -1.06800 0.55162  C1 1.106
7 H -1.51527 -1.29268 -0.80778  C2 1.111
8 N 0.15321 -0.22523 0.01666  C1 1.442, C2 1.335, O10 1.360
9 N -1.42460 0.83224 -1.09506  C2 1.308, C3 1.368
10 O 0.47769 1.09489 0.05537  C3 1.390, N8 1.360
11 S -0.45190 3.37177 -0.83959  C3 1.627

---

x:
C3H4N2OS | wB97M-V/def2-TZVPD

Calculated values
Net charge ... 0
LUMO (alpha / beta) ... 0.232 / 0.231 eV
SMILES string ... C#[N+][S-].CN=C=O
HOMO energy (alpha / beta) ... -0.3214 / -0.3214 Eh
Gap between HOMO and LUMO (alpha / beta) ... 8.979 / 8.978 eV

Bonds (Å) are listed after each position.
Geometry (Å):
1 C -2.94399 -0.73403 0.26882  N4 1.221, H8 1.040
2 C 0.48626 -1.06454 -0.52305  N5 1.195, O6 1.152
3 C 2.03891 0.73042 0.12380  N5 1.416, H9 1.125, H10 1.028, H11 1.033
4 N -2.46118 0.38447 0.18780  C1 1.221, S7 1.565
5 N 1.24860 -0.44455 0.15620  C2 1.195, C3 1.416
6 O -0.26568 -1.86112 -0.88018  C2 1.152
7 S -1.78319 1.73589 -0.21506  N4 1.565
8 H -2.98690 -1.72216 0.59118  C1 1.040
9 H 1.59616 1.54792 -0.51006  C3 1.125
10 H 2.14333 0.99276 1.11236  C3 1.028
11 H 2.92768 0.43493 -0.31180  C3 1.033

---

y:
C3H4N2OS | wB97M-V/def2-TZVPD

Calculated values
Net charge ... 0
LUMO (alpha / beta) ... -1.384 / -0.855 eV
HOMO energy (alpha / beta) ... -0.2952 / -0.3086 Eh
Gap between HOMO and LUMO (alpha / beta) ... 6.649 / 7.542 eV

Bonds (Å) are listed after each position.
Geometry (Å):
1 C 0.68266 -0.76560 -0.11259  C2 1.433, C3 1.310, H8 1.150
2 C 0.19304 -0.96870 -1.44374  C1 1.433, N4 1.313, H9 1.051
3 C 0.35573 0.38197 0.42883  C1 1.310, O6 1.191
4 N -0.63057 -0.08035 -1.94930  C2 1.313, N5 1.243
5 N -1.14479 0.74054 -1.17015  N4 1.243, H10 1.008
6 O 0.17749 1.32174 1.13880  C3 1.191, S7 1.985
7 S 0.18684 1.08894 3.11044  O6 1.985, H11 1.415
8 H 1.50697 -1.34774 0.43821  C1 1.150
9 H 0.27413 -1.85428 -2.00392  C2 1.051
10 H -1.24938 1.69972 -1.46291  N5 1.008
11 H -0.35211 -0.21626 3.02632  S7 1.415

---

z:
C3H4N2OS | wB97M-V/def2-TZVPD

Calculated values
Net charge ... 0
LUMO ... -1.042 eV
SMILES string ... O=CN/C=N/C=S
HOMO energy ... -0.3230 Eh
Gap between HOMO and LUMO ... 7.746 eV

Bonds (Å) are listed after each position.
Geometry (Å):
1 C 1.86198 -0.40252 -1.36065  H4 1.102, N8 1.366, O10 1.217
2 C -0.11939 -0.06752 0.10963  H6 1.091, N8 1.386, N9 1.297
3 C -1.89942 0.30875 1.47779  H7 1.118, N9 1.365, S11 1.633
4 H 2.47068 0.21871 -2.03680  C1 1.102
5 H 0.65864 1.24507 -1.23700  N8 1.033
6 H 0.15852 -0.99664 0.60942  C2 1.091
7 H -1.63790 -0.70964 1.85872  C3 1.118
8 N 0.77245 0.27730 -0.89404  C1 1.366, C2 1.386, H5 1.033
9 N -1.07313 0.73079 0.47611  C2 1.297, C3 1.365
10 O 2.11142 -1.54540 -1.02447  C1 1.217
11 S -3.30386 0.94110 2.02130  C3 1.633

---

So which one is most stable? That would be z, about 99.5 kJ/mol below the next structure.

---

w:
C3H4N2OS | wB97M-V/def2-TZVPD

Calculated values
Net charge ... 0
LUMO ... -0.949 eV
SMILES string ... O=CN/C=N/C=S
HOMO energy ... -0.3312 Eh
Gap between HOMO and LUMO ... 8.063 eV

Bonds (Å) are listed after each position.
Geometry (Å):
1 C 2.19122 -0.17204 -0.03205  H4 1.058, N8 1.338, O10 1.188
2 C -0.12115 0.01816 -0.20450  H6 1.181, N8 1.445, N9 1.219
3 C -2.35958 0.35838 0.20679  H7 1.183, N9 1.480, S11 1.697
4 H 3.11093 -0.69216 -0.07835  C1 1.058
5 H 0.94688 -1.77320 -0.00177  N8 0.948
6 H 0.24641 1.13724 -0.11250  C2 1.181
7 H -1.99654 1.42877 0.55457  C3 1.183
8 N 1.02653 -0.82848 0.02572  C1 1.338, C2 1.445, H5 0.948
9 N -1.20346 -0.52452 -0.06360  C2 1.219, C3 1.480
10 O 2.14690 1.00904 -0.14921  C1 1.188
11 S -3.98814 0.03880 -0.14510  C3 1.697

---

x:
C3H4N2OS | wB97M-V/def2-TZVPD

Calculated values
Net charge ... 0
LUMO ... -0.376 eV
HOMO energy ... -0.2977 Eh
Gap between HOMO and LUMO ... 7.724 eV

Bonds (Å) are listed after each position.
Geometry (Å):
1 C -0.68535 -0.55153 -0.41521  C2 1.340, N9 1.444, O10 1.362
2 C 0.41153 -1.27299 -0.14781  C1 1.340, H5 1.125, N8 1.435
3 C 0.71347 0.99809 0.41290  N8 1.409, N9 1.284, S11 1.652
4 H -2.55824 -0.21434 -0.58583  O10 1.157
5 H 0.67849 -2.10469 -0.85657  C2 1.125
6 H 2.01575 -0.47511 1.45628  no bonds
7 H -1.11293 1.63934 0.04294  N9 1.040
8 N 1.35030 -0.20473 0.04660  C2 1.435, C3 1.409
9 N -0.46664 0.83204 -0.06416  C1 1.444, C3 1.284, H7 1.040
10 O -1.78498 -0.85590 -1.15983  C1 1.362, H4 1.157
11 S 1.43860 2.20983 1.27070  C3 1.652

---

So which one is most stable? That would be w, about 231.4 kJ/mol below the next structure.